1.
Formula: C61H46FGeN2P3S2ScSe2
Source: the OMol25 dataset
Level of theory: ωB97M-V/def2-TZVPD

CARTESIAN COORDINATES (ANGSTROEM)
1 Sc 0.11 -0.74 -1.15
2 F 0.95 -1.87 0.14
3 Ge -0.47 0.05 1.61
4 C 1.45 0.57 1.98
5 C 1.55 0.98 3.32
6 C 2.77 1.29 3.90
7 C 3.92 1.22 3.13
8 C 3.82 0.84 1.80
9 C 2.60 0.50 1.19
10 P 2.58 0.12 -0.80
11 C 3.53 1.67 -1.14
12 C 2.81 2.86 -1.29
13 C 3.47 4.06 -1.51
14 C 4.85 4.11 -1.55
15 C 5.58 2.93 -1.40
16 C 4.92 1.72 -1.20
17 C 3.85 -1.23 -0.58
18 C 3.79 -2.09 0.52
19 C 4.70 -3.14 0.65
20 C 5.69 -3.33 -0.29
21 C 5.76 -2.48 -1.38
22 C 4.84 -1.45 -1.53
23 C -0.79 -1.69 2.55
24 C -0.51 -1.76 3.92
25 C -0.75 -2.91 4.66
26 C -1.28 -4.02 4.04
27 C -1.54 -3.99 2.68
28 C -1.29 -2.84 1.92
29 P -1.57 -2.94 0.09
30 C -1.12 -4.69 -0.21
31 C -1.92 -5.63 -0.86
32 C -1.40 -6.86 -1.24
33 C -0.08 -7.18 -0.96
34 C 0.73 -6.26 -0.30
35 C 0.22 -5.03 0.06
36 C -3.40 -2.94 -0.01
37 C -3.97 -3.06 -1.28
38 C -5.33 -2.89 -1.48
39 C -6.15 -2.58 -0.40
40 C -5.60 -2.45 0.86
41 C -4.23 -2.63 1.06
42 C -1.29 1.56 2.66
43 C -1.96 1.39 3.87
44 C -2.45 2.47 4.60
45 C -2.25 3.76 4.13
46 C -1.60 3.95 2.92
47 C -1.14 2.87 2.17
48 P -0.28 3.14 0.55
49 C -1.65 3.65 -0.56
50 C -1.32 3.82 -1.90
51 C -2.30 4.10 -2.85
52 C -3.63 4.17 -2.47
53 C -3.97 3.97 -1.13
54 C -2.99 3.72 -0.18
55 C 0.54 4.76 0.90
56 C 0.27 5.97 0.27
57 C 1.02 7.11 0.56
58 C 2.06 7.05 1.47
59 C 2.36 5.84 2.09
60 C 1.61 4.71 1.80
61 H 0.66 1.08 3.93
62 H 2.82 1.59 4.94
63 H 4.89 1.45 3.55
64 H 4.72 0.78 1.21
65 H 1.74 2.83 -1.24
66 H 2.89 4.97 -1.64
67 H 5.37 5.05 -1.70
68 H 6.66 2.95 -1.42
69 H 5.50 0.82 -1.10
70 H 3.03 -1.95 1.26
71 H 4.62 -3.80 1.51
72 H 6.40 -4.14 -0.18
73 H 6.53 -2.62 -2.14
74 H 4.90 -0.80 -2.39
75 H -0.07 -0.90 4.41
76 H -0.51 -2.93 5.72
77 H -1.49 -4.92 4.61
78 H -1.94 -4.87 2.19
79 H -2.95 -5.40 -1.09
80 H -2.02 -7.57 -1.77
81 H 0.33 -8.14 -1.27
82 H 1.76 -6.50 -0.09
83 H 0.86 -4.29 0.53
84 H -3.33 -3.26 -2.14
85 H -5.74 -2.96 -2.48
86 H -7.21 -2.43 -0.55
87 H -6.23 -2.19 1.71
88 H -3.81 -2.49 2.05
89 H -2.12 0.39 4.26
90 H -2.98 2.30 5.53
91 H -2.60 4.61 4.70
92 H -1.44 4.96 2.56
93 H -0.29 3.71 -2.22
94 H -2.02 4.22 -3.89
95 H -4.40 4.36 -3.20
96 H -5.02 3.98 -0.84
97 H -3.28 3.55 0.85
98 H -0.54 6.04 -0.45
99 H 0.79 8.05 0.07
100 H 2.65 7.93 1.69
101 H 3.18 5.78 2.80
102 H 1.86 3.76 2.27
103 S -1.93 0.08 -0.03
104 Se 0.75 0.91 -3.22
105 S 2.54 -1.56 -3.73
106 C 2.28 -0.21 -2.80
107 Se 0.39 -3.33 -3.25
108 N -0.64 -1.96 -2.71
109 C -1.61 -1.79 -3.66
110 C -2.59 -0.80 -3.63
111 C -3.54 -0.75 -4.64
112 C -3.52 -1.68 -5.68
113 C -2.55 -2.67 -5.74
114 C -1.58 -2.75 -4.73
115 N -0.60 -3.70 -4.67
116 H -2.60 -0.08 -2.82
117 H -4.31 0.02 -4.62
118 H -4.27 -1.62 -6.47
119 H -2.52 -3.38 -6.55

Summary:
Net charge: -2
HOMO-LUMO gap (spin up / spin down) (eV): 4.42 / 5.20
HOMO energy (spin up / spin down) (Eh): -0.0145 / -0.0430
Spin multiplicity: 2

---

2.
Formula: C2H10N4
Source: the OMol25 dataset
Level of theory: ωB97M-V/def2-TZVPD

CARTESIAN COORDINATES (ANGSTROEM)
1 C 0.77 -2.41 1.66
2 C 0.63 -0.98 1.15
3 N 1.10 2.62 -1.08
4 N -1.94 0.94 -1.82
5 N 0.02 2.10 -1.49
6 N -0.77 1.21 -1.08
7 H 0.57 -2.99 0.81
8 H 1.82 -2.47 2.20
9 H -0.09 -2.60 2.36
10 H -0.41 -0.80 0.99
11 H 0.90 -0.34 2.01
12 H 1.34 2.17 -0.19
13 H 1.31 -0.82 0.32
14 H -2.50 1.80 -1.92
15 H -2.44 0.13 -1.55
16 H -0.31 2.44 -2.38

Summary:
HOMO-LUMO gap (eV): 9.10
HOMO energy (Eh): -0.2980
Spin multiplicity: 1

---

3.
Formula: CH5OS
Source: the OMol25 dataset
Level of theory: ωB97M-V/def2-TZVPD

CARTESIAN COORDINATES (ANGSTROEM)
1 S -1.39 0.74 -1.93
2 H -1.83 2.01 -1.96
3 C 0.83 -0.66 0.70
4 O -0.39 -0.05 1.10
5 H 1.32 -1.07 1.58
6 H 1.50 0.06 0.22
7 H 0.63 -1.47 0.00
8 H -0.67 0.44 0.29

Summary:
Net charge: -1
HOMO-LUMO gap (eV): 7.08
HOMO energy (Eh): -0.1033
Spin multiplicity: 1

---

4.
Formula: C4H14NO2
Source: the OMol25 dataset
Level of theory: ωB97M-V/def2-TZVPD

CARTESIAN COORDINATES (ANGSTROEM)
1 C 0.58 1.92 -0.34
2 C 0.64 0.71 0.62
3 C 1.73 -0.40 0.39
4 C 1.23 -1.82 0.32
5 O 0.08 -1.98 -0.58
6 N -0.81 0.21 0.80
7 H -0.37 2.46 -0.13
8 H 0.68 1.55 -1.40
9 H 1.33 2.66 -0.05
10 H 0.97 1.02 1.59
11 H 2.20 -0.13 -0.58
12 H 2.58 -0.33 1.07
13 H 1.88 -2.58 -0.10
14 H 0.77 -2.24 1.19
15 H 0.08 -1.42 -1.37
16 H -0.82 -0.52 1.52
17 H -1.34 1.05 1.03
18 H -1.05 -0.29 -0.07
19 H -3.39 -0.52 -0.79
20 H -3.88 0.41 -1.81
21 O -3.07 0.25 -1.29

Summary:
Net charge: +1
HOMO-LUMO gap (eV): 11.43
HOMO energy (Eh): -0.5381
Spin multiplicity: 1

---

5.
Formula: C17H21BN6Ni
Source: the OMol25 dataset
Level of theory: ωB97M-V/def2-TZVPD

CARTESIAN COORDINATES (ANGSTROEM)
1 C -2.66 0.56 0.35
2 N -1.70 -0.06 -0.38
3 N -2.36 -0.93 -1.26
4 C -3.67 -0.92 -0.98
5 C -3.91 0.01 0.04
6 B -1.56 -1.70 -2.33
7 N -0.52 -0.69 -2.93
8 N 0.21 0.15 -2.09
9 C 0.98 0.94 -2.87
10 C 0.81 0.56 -4.20
11 C -0.13 -0.47 -4.20
12 Ni 0.22 -0.10 -0.20
13 N -0.66 -2.68 -1.52
14 N 0.23 -2.12 -0.59
15 C 0.96 -3.15 -0.09
16 C 0.51 -4.36 -0.65
17 C -0.51 -4.02 -1.54
18 H 1.75 -2.98 0.62
19 H -1.14 -4.62 -2.19
20 H 0.88 -5.34 -0.43
21 H -2.22 -2.24 -3.16
22 H -0.56 -1.07 -5.00
23 H -4.33 -1.58 -1.53
24 H 1.31 0.99 -5.04
25 H -4.84 0.25 0.50
26 H 1.60 1.70 -2.43
27 H -2.40 1.34 1.05
28 H 2.07 -0.20 -0.31
29 C 2.64 0.75 -0.19
30 H 3.36 0.82 -1.01
31 H 2.01 1.64 -0.19
32 H 3.16 0.73 0.77
33 C 0.35 0.20 1.67
34 C 0.58 1.41 2.50
35 C 1.03 1.19 3.82
36 C 1.28 2.27 4.67
37 C 1.11 3.58 4.21
38 C 0.62 3.81 2.92
39 C 0.34 2.73 2.06
40 H 1.07 -0.59 1.98
41 H -0.68 -0.18 1.85
42 H 1.18 0.17 4.16
43 H 1.65 2.08 5.69
44 H 1.46 4.41 4.83
45 H 0.51 4.83 2.56
46 H -0.06 2.90 1.06

Summary:
Net charge: +2
HOMO-LUMO gap (spin up / spin down) (eV): 5.58 / 3.95
HOMO energy (spin up / spin down) (Eh): -0.5427 / -0.5417
Spin multiplicity: 3

---

6.
Formula: C7H10
Source: the OMol25 dataset
Level of theory: ωB97M-V/def2-TZVPD

CARTESIAN COORDINATES (ANGSTROEM)
1 C -1.85 0.49 -0.28
2 C -1.15 -0.80 0.01
3 C 0.12 -1.02 -0.66
4 C 1.10 0.78 -0.94
5 C 1.48 0.89 0.46
6 C 1.15 -0.12 1.28
7 C 0.18 -1.11 0.82
8 H -2.17 0.51 -1.33
9 H -2.72 0.64 0.35
10 H -1.14 1.31 -0.14
11 H -1.82 -1.62 0.30
12 H 0.58 -1.61 -1.42
13 H 1.03 1.82 -1.38
14 H 1.70 0.26 -1.66
15 H 1.84 1.81 0.89
16 H 1.65 -0.26 2.23
17 H 0.03 -1.97 1.48

Summary:
HOMO-LUMO gap (eV): 9.10
HOMO energy (Eh): -0.2979
Spin multiplicity: 1

---

7.
Formula: C24H29Cl2NOPdS3
Source: the OMol25 dataset
Level of theory: ωB97M-V/def2-TZVPD

CARTESIAN COORDINATES (ANGSTROEM)
1 Pd -0.66 0.69 2.19
2 C -0.64 -1.22 3.50
3 C -0.77 -1.59 2.17
4 C 0.50 -1.22 1.45
5 C 1.34 -0.58 2.34
6 C 0.62 -0.51 3.61
7 C 1.20 0.01 4.87
8 C 2.77 -0.19 2.14
9 C 0.77 -1.60 0.04
10 C -1.82 -2.46 1.58
11 C -1.59 -1.50 4.62
12 H 0.44 0.33 5.58
13 H 1.91 0.81 4.69
14 H 1.75 -0.82 5.33
15 H 2.96 0.06 1.10
16 H 3.41 -1.03 2.41
17 H 3.06 0.66 2.75
18 H 0.98 -2.68 0.00
19 H 1.63 -1.08 -0.37
20 H -0.09 -1.41 -0.60
21 H -2.07 -2.19 0.56
22 H -2.72 -2.48 2.19
23 H -1.43 -3.48 1.54
24 H -1.45 -0.81 5.45
25 H -1.43 -2.51 5.00
26 H -2.63 -1.44 4.30
27 S -1.10 2.52 3.92
28 C -2.13 1.67 3.04
29 N -3.40 1.53 2.77
30 C -3.87 0.61 1.73
31 C -3.46 1.05 0.33
32 S -1.66 1.25 0.09
33 H -4.08 2.10 3.26
34 H -4.96 0.58 1.78
35 H -3.50 -0.39 1.96
36 H -3.92 2.00 0.08
37 H -3.80 0.32 -0.40
38 Cl -2.48 3.52 -1.58
39 C -1.60 3.06 -0.13
40 Cl 1.58 3.08 1.59
41 H -2.01 3.57 0.74
42 H -0.55 3.31 -0.27
43 C 1.62 -1.03 -8.47
44 C 1.42 -0.56 -7.06
45 O 0.73 0.35 -6.72
46 S 2.36 -1.58 -5.87
47 C 2.16 -0.65 -4.39
48 C 0.89 -0.30 -3.92
49 C 0.76 0.44 -2.76
50 C 1.89 0.82 -2.04
51 C 3.16 0.47 -2.50
52 C 3.29 -0.25 -3.68
53 C 1.77 1.55 -0.81
54 C 1.69 2.20 0.20
55 H 0.79 -0.71 -9.09
56 H 1.73 -2.11 -8.50
57 H 2.54 -0.58 -8.84
58 H 0.01 -0.60 -4.47
59 H -0.23 0.73 -2.41
60 H 4.04 0.79 -1.97
61 H 4.27 -0.51 -4.06

Summary:
Net charge: +2
HOMO-LUMO gap (spin up / spin down) (eV): 4.77 / 4.77
HOMO energy (spin up / spin down) (Eh): -0.4756 / -0.4756
Spin multiplicity: 1

---

8.
Formula: C42H102N10O6
Source: the OMol25 dataset
Level of theory: ωB97M-V/def2-TZVPD

CARTESIAN COORDINATES (ANGSTROEM)
1 C 0.48 -2.46 -6.78
2 C 1.95 -2.24 -6.29
3 N 2.31 -0.89 -5.88
4 C 1.60 -0.53 -4.65
5 C 2.00 0.82 -4.06
6 C 2.08 0.09 -6.93
7 C 2.94 -0.14 -8.18
8 H -0.26 -1.88 -6.23
9 H 0.28 -3.52 -6.68
10 H 0.44 -2.26 -7.85
11 H 2.14 -2.92 -5.45
12 H 2.59 -2.57 -7.10
13 H 0.51 -0.56 -4.79
14 H 1.84 -1.29 -3.90
15 H 1.59 0.92 -3.06
16 H 3.08 0.86 -3.95
17 H 1.69 1.64 -4.70
18 H 2.40 1.06 -6.55
19 H 1.03 0.19 -7.23
20 H 3.99 0.06 -7.99
21 H 2.58 0.50 -9.00
22 H 2.88 -1.16 -8.58
23 C -4.10 -0.21 1.23
24 C -4.66 0.89 0.35
25 N -5.81 1.57 0.95
26 C -6.93 0.66 0.98
27 C -8.24 1.25 1.54
28 C -6.14 2.80 0.23
29 C -5.07 3.86 0.34
30 H -3.70 0.20 2.16
31 H -3.26 -0.72 0.75
32 H -4.79 -1.01 1.49
33 H -3.87 1.62 0.16
34 H -4.95 0.49 -0.64
35 H -7.18 0.23 -0.01
36 H -6.71 -0.18 1.65
37 H -8.96 0.43 1.64
38 H -8.09 1.75 2.50
39 H -8.72 1.92 0.82
40 H -7.05 3.19 0.66
41 H -6.33 2.58 -0.84
42 H -5.41 4.76 -0.18
43 H -4.14 3.57 -0.15
44 H -4.83 4.09 1.38
45 C -0.62 2.42 6.30
46 C -0.04 3.37 5.26
47 N 1.33 3.73 5.56
48 C 2.23 2.60 5.66
49 C 3.64 3.00 6.03
50 C 1.85 4.77 4.68
51 C 0.92 5.96 4.50
52 H -0.56 2.86 7.29
53 H -0.07 1.47 6.35
54 H -1.64 2.16 6.03
55 H -0.19 2.89 4.27
56 H -0.65 4.27 5.23
57 H 1.88 1.92 6.43
58 H 2.25 2.06 4.69
59 H 4.17 3.52 5.24
60 H 3.61 3.68 6.89
61 H 4.22 2.12 6.32
62 H 2.09 4.32 3.69
63 H 2.80 5.11 5.08
64 H 1.49 6.78 4.05
65 H 0.57 6.32 5.47
66 H 0.08 5.76 3.85
67 C -0.68 0.19 3.45
68 C 0.30 0.88 2.47
69 N 1.08 -0.05 1.66
70 C 1.73 -1.07 2.48
71 C 2.84 -1.73 1.71
72 C 0.26 -0.66 0.61
73 C -0.08 0.36 -0.49
74 H -1.26 -0.61 3.01
75 H -1.38 0.96 3.78
76 H -0.09 -0.25 4.26
77 H -0.25 1.56 1.82
78 H 0.95 1.56 3.02
79 H 1.00 -1.84 2.77
80 H 2.12 -0.58 3.37
81 H 2.55 -2.31 0.84
82 H 3.36 -2.47 2.35
83 H 3.66 -1.07 1.41
84 H 0.88 -1.41 0.14
85 H -0.69 -1.06 0.99
86 H 0.81 0.91 -0.81
87 H -0.52 -0.16 -1.35
88 H -0.80 1.09 -0.12
89 C 2.60 2.99 0.76
90 O 1.91 3.89 0.33
91 N 3.76 3.16 1.42
92 C 4.42 2.07 2.09
93 C 4.37 4.46 1.56
94 H 2.29 1.93 0.66
95 H 4.59 2.33 3.14
96 H 5.39 1.83 1.64
97 H 3.82 1.16 2.02
98 H 3.82 5.21 1.00
99 H 4.38 4.76 2.62
100 H 5.41 4.42 1.23
101 C -2.07 -3.49 2.67
102 O -2.97 -3.02 1.98
103 N -2.27 -4.25 3.76
104 C -1.14 -4.81 4.49
105 C -3.59 -4.57 4.23
106 H -1.02 -3.25 2.45
107 H -1.30 -5.88 4.62
108 H -1.03 -4.31 5.46
109 H -0.22 -4.71 3.91
110 H -3.70 -4.27 5.27
111 H -4.33 -4.09 3.60
112 H -3.76 -5.66 4.22
113 C 1.33 4.65 -3.11
114 O 2.06 5.23 -3.89
115 N 0.24 3.94 -3.46
116 C -0.57 3.22 -2.49
117 C -0.22 3.87 -4.83
118 H 1.49 4.62 -2.02
119 H -1.63 3.43 -2.65
120 H -0.26 3.46 -1.47
121 H -0.37 2.14 -2.57
122 H -1.21 4.31 -4.93
123 H 0.46 4.43 -5.47
124 H -0.21 2.83 -5.17
125 C -2.17 -3.04 -3.21
126 O -1.57 -2.00 -3.03
127 N -3.25 -3.46 -2.53
128 C -3.94 -4.70 -2.84
129 C -3.79 -2.67 -1.44
130 H -1.87 -3.73 -4.02
131 H -4.04 -5.30 -1.94
132 H -3.42 -5.24 -3.63
133 H -4.95 -4.46 -3.21
134 H -3.89 -3.27 -0.53
135 H -3.11 -1.85 -1.23
136 H -4.76 -2.24 -1.70
137 C 4.93 -2.85 -0.76
138 O 4.59 -3.94 -0.34
139 N 4.85 -2.45 -2.05
140 C 5.32 -1.15 -2.47
141 C 4.45 -3.37 -3.09
142 H 5.26 -2.02 -0.11
143 H 6.14 -1.26 -3.18
144 H 5.68 -0.58 -1.62
145 H 4.50 -0.55 -2.88
146 H 3.85 -4.18 -2.69
147 H 3.79 -2.89 -3.82
148 H 5.31 -3.79 -3.62
149 C 1.24 -4.76 0.86
150 O 0.76 -5.25 1.87
151 N 0.56 -4.43 -0.24
152 C 1.17 -3.74 -1.36
153 C -0.87 -4.58 -0.34
154 H 2.32 -4.56 0.80
155 H 0.86 -4.19 -2.30
156 H 2.25 -3.67 -1.28
157 H 0.80 -2.71 -1.41
158 H -1.35 -3.63 -0.58
159 H -1.09 -5.29 -1.14
160 H -1.28 -5.01 0.57

Summary:
HOMO-LUMO gap (eV): 8.81
HOMO energy (Eh): -0.3042
Spin multiplicity: 1

---

9.
Formula: Br2H2NOP
Source: the OMol25 dataset
Level of theory: ωB97M-V/def2-TZVPD

CARTESIAN COORDINATES (ANGSTROEM)
1 N -0.09 -0.44 0.08
2 O -1.48 -2.23 -1.12
3 P -0.31 -2.07 -0.30
4 Br 1.43 -2.86 -1.22
5 Br 0.14 -2.76 2.53
6 H 0.83 -0.32 0.61
7 H -0.74 -0.24 0.90

Summary:
HOMO-LUMO gap (spin up / spin down) (eV): 7.54 / 7.55
HOMO energy (spin up / spin down) (Eh): -0.3727 / -0.3727
Spin multiplicity: 1